(1)
Below is a structure of composition C3H4O4Tm in a non-equilibrium geometry, with properties calculated with the ωB97M-V functional and the def2-TZVPD basis.

Summary:
Net charge: +1
Energy above the lowest of the compared OMol25 structures with the same formula, charge and spin (kJ/mol): 40.49
2S+1: 3
<S²>: 2.01
HOMO-LUMO gap (spin up / spin down) (eV): 7.9 / 5.0
LUMO energy (spin up / spin down) (eV): -5.4 / -7.3

Positions of all 12 atoms, in Å:
Tm (2.08362, 0.82285, 0.90008)
O (0.22490, -0.33646, 1.47316)
O (-1.82084, 0.59352, 0.64772)
C (-2.83165, -0.08532, -0.05384)
C (-2.06742, -1.02351, -0.98732)
O (-0.88281, -1.29060, -0.26513)
C (-0.45633, -0.08613, 0.34388)
H (-3.45866, -0.66730, 0.64593)
H (-3.46542, 0.61827, -0.61809)
H (-1.82244, -0.52362, -1.93907)
H (-2.58935, -1.96896, -1.17721)
O (0.27208, 0.68460, -0.50067)

Atomic forces in eV per Å
-1.66 -0.57 -0.16
-0.37 0.82 -0.65
1.18 -0.16 -0.34
0.05 0.01 -0.73
0.03 -0.42 -0.03
-0.08 0.77 0.12
1.31 -1.05 0.45
0.26 0.27 0.00
0.14 0.01 0.53
-0.13 -0.07 0.23
0.21 0.29 0.02
-0.95 0.10 0.58

(2)
Below is a cluster of 2 separate species, C2H6NO2 in total in a non-equilibrium geometry, with properties calculated with the ωB97M-V functional and the def2-TZVPD basis.

Summary:
Net charge: +1
Energy above the lowest of the compared OMol25 structures with the same formula, charge and spin (kJ/mol): 245.45
2S+1: 1
HOMO-LUMO gap (eV): 12.9
LUMO energy (eV): -3.9

Positions of all 11 atoms, in Å:
C (-1.29626, 0.27106, -1.00683)
C (-0.82394, -0.51503, 0.17395)
N (0.02925, -0.99645, 1.01859)
O (-2.06620, -0.60712, -0.05252)
O (1.88548, 0.54509, 0.01954)
H (-1.59406, 1.25223, -0.86534)
H (-1.06408, 0.03578, -2.08945)
H (-0.36721, -1.58187, 1.83521)
H (1.44149, 1.35600, -0.18325)
H (0.95159, -0.45544, 1.04691)
H (2.90393, 0.69576, 0.10318)

Atomic forces in eV per Å
1.68 -1.84 0.12
0.65 0.97 -0.88
-1.15 0.11 1.30
-0.88 -1.01 -0.64
2.96 -0.73 0.56
-0.28 1.89 0.49
-0.60 -0.66 1.57
1.04 1.20 -1.72
0.21 1.07 -0.19
-0.73 -0.93 -0.29
-2.89 -0.07 -0.33

(3)
Below is the ion C3H8N3 with charge +1 in a non-equilibrium geometry, with properties calculated with the ωB97M-V functional and the def2-TZVPD basis.

Summary:
Net charge: +1
Energy above the lowest of the compared OMol25 structures with the same formula, charge and spin (kJ/mol): 324.93
2S+1: 1
HOMO-LUMO gap (eV): 9.5
LUMO energy (eV): -4.5

Positions of all 14 atoms, in Å:
H (-2.35566, -1.15202, 1.30962)
N (-1.56451, -0.79594, 0.97312)
C (-1.52273, -0.41322, -0.16592)
C (0.08846, 0.22204, -0.87827)
N (0.31819, 1.54208, -0.18775)
C (1.00807, -0.72769, -0.32919)
N (1.65639, -0.43520, 0.75376)
H (-2.22916, -0.20377, -0.87245)
H (-0.14683, 0.27141, -1.89119)
H (-0.27191, 1.47482, 0.69603)
H (0.07349, 2.41064, -0.68618)
H (1.10857, -1.66541, -0.70527)
H (2.29823, -1.09595, 1.21324)
H (1.53939, 0.56819, 0.77046)

Atomic forces in eV per Å
-4.36 -1.41 1.96
4.61 0.61 -0.03
3.79 1.15 -1.14
-2.09 1.58 3.59
-1.48 -1.09 1.01
0.41 0.83 1.08
-0.56 -0.97 -1.74
-2.04 0.17 -1.97
0.17 -0.16 -1.68
0.96 0.71 -1.44
0.13 -0.96 0.11
0.03 -2.75 -1.20
-0.44 0.89 -0.18
0.88 1.38 1.64

(4)
Below is the molecule C5H9NS2 in a non-equilibrium geometry, with properties calculated with the ωB97M-V functional and the def2-TZVPD basis.

Summary:
Energy above the lowest of the compared OMol25 structures with the same formula, charge and spin (kJ/mol): 441.07
2S+1: 1
HOMO-LUMO gap (eV): 7.9
LUMO energy (eV): -1.0

Positions of all 17 atoms, in Å:
C (2.01322, 0.36388, -1.27658)
C (1.01228, 0.55428, -0.13346)
S (0.69925, 2.53079, -0.09645)
C (-0.22661, -0.46774, 0.15874)
S (-0.94936, -0.76682, -1.41707)
C (-0.44535, -0.80693, 1.43610)
C (-0.53996, -2.25425, 1.51584)
N (-1.72290, -1.31557, 1.81081)
H (1.81382, 0.71374, -2.39758)
H (2.30333, -0.69644, -1.42599)
H (2.89171, 0.93283, -1.09510)
H (1.56795, 0.51136, 0.82254)
H (-0.43012, 2.00850, -0.92369)
H (-0.00890, -0.15109, 2.30278)
H (-0.45041, -2.70950, 0.61302)
H (-0.25312, -2.72216, 2.44733)
H (-2.25364, -1.23719, 0.99346)

Atomic forces in eV per Å
-0.74 -0.94 -2.87
0.66 0.71 2.11
-2.94 -3.60 -1.66
2.24 4.90 -9.99
0.47 -0.24 3.66
0.59 2.05 6.00
-1.92 0.70 4.04
1.24 -1.95 0.42
-0.68 -0.58 2.54
-0.17 0.40 0.39
0.81 0.39 0.74
0.22 -0.23 -0.49
1.71 1.80 1.20
-0.20 -1.33 -1.97
-0.11 -1.68 -2.25
0.35 -0.20 -0.30
-1.52 -0.20 -1.58

Which formula does entry 4 have?
C5H9NS2